1.
The following is a quantum chemistry calculation of C48H132BeN14O18 as an isolated structure, from the OMol25 dataset.

Element x y z (Å)
O -0.703 -1.383 0.456
O -6.136 -1.904 6.000
O -5.046 -3.145 0.892
O 0.305 0.109 1.548
O -0.972 5.263 -3.437
O -1.634 -3.844 -3.079
O -2.383 -4.759 2.689
O 0.614 -0.037 -0.541
O -0.912 2.286 5.834
O 2.676 -3.358 -0.589
O 3.980 1.624 -1.550
O 3.740 2.100 4.309
O 1.533 -2.178 -6.439
O -6.203 -4.551 -0.205
O -3.587 -0.990 -0.300
O -2.414 1.029 -5.082
O 2.321 4.879 0.110
O -6.991 -3.767 1.580
N -4.653 2.859 -7.513
N -4.233 -2.259 3.722
N -0.593 -2.550 3.252
N -0.799 5.959 5.611
N -2.234 -4.330 -0.291
N 4.910 -0.649 -6.810
N 0.114 -0.444 0.476
N 6.268 0.842 0.031
N 4.928 3.793 0.101
N -6.085 -3.820 0.760
N -2.689 0.194 2.148
N -0.246 3.104 -0.342
N 0.750 -0.130 4.622
N 4.250 -3.128 -2.893
C -0.616 3.629 6.225
C -2.530 1.994 -8.114
C -3.727 0.792 1.284
C 2.941 -2.096 -6.362
C -0.160 -3.915 3.268
C 2.691 -3.444 0.794
C -0.934 3.974 -1.304
C 0.912 -3.922 4.386
C -1.077 4.297 3.738
C 3.301 -4.215 -2.762
C 2.342 1.743 4.278
C -3.286 -5.842 2.828
C -2.230 1.802 6.143
C -3.837 -1.422 -1.622
C -1.192 -5.077 -2.455
C -1.330 4.622 5.254
C -1.780 1.258 -3.814
C -1.491 5.097 -0.385
C 2.232 5.437 1.371
C 3.482 -0.791 -6.948
C -0.463 5.553 -4.661
C -0.075 4.572 -2.510
C 5.741 5.455 -1.479
C -7.401 -1.943 6.562
C 4.268 0.416 1.283
C 4.019 3.263 3.525
C 2.088 0.313 4.922
C -3.330 -2.622 5.894
C -3.689 1.801 -7.134
C 3.168 -4.514 -1.219
C -0.745 -6.231 -0.216
C -0.654 -2.789 -2.951
C 5.050 0.056 0.009
C 3.303 -0.674 -8.524
C 3.715 -5.419 -3.551
C 3.040 1.763 -2.675
C -4.322 -3.130 4.843
C 4.749 5.141 -0.335
C -3.639 2.290 1.553
C 0.811 -1.227 -5.691
C 3.294 5.458 -0.739
C -5.819 -3.178 5.397
C 3.035 -0.759 4.402
C 4.350 0.222 -1.394
C -1.068 -4.898 -0.882
C -3.464 0.406 -0.178
C -1.323 -4.929 3.548
C -3.079 2.100 -5.734
Be -2.697 -2.379 1.602
H 1.673 2.488 4.708
H 0.567 3.575 0.029
H -5.069 -2.478 3.198
H -0.984 -5.962 3.481
H -0.675 5.678 0.045
H -4.166 -5.550 2.255
H 0.137 -6.643 -0.708
H -1.078 6.273 6.530
H 5.089 3.297 3.323
H -1.806 0.383 1.696
H -3.488 -3.284 6.746
H -1.786 -5.924 -2.799
H -0.944 -1.977 -3.618
H 0.549 -3.651 5.378
H 5.994 1.813 0.056
H -2.492 1.396 -3.000
H 0.463 3.786 6.228
H -2.873 1.745 -9.119
H -2.394 4.684 5.485
H 3.608 -5.151 -4.602
H -0.593 -2.355 -1.953
H -0.542 -6.163 0.853
H -1.259 6.661 5.050
H -4.509 -1.372 4.119
H -1.708 -4.754 4.553
H -0.205 4.625 -5.171
H 0.288 -3.133 -3.378
H 0.612 0.065 3.641
H -7.493 -2.852 7.157
H -2.279 -2.694 5.616
H -2.194 3.028 -8.040
H 2.330 -0.976 -8.911
H 0.428 6.172 -4.558
H -0.260 -1.377 -5.552
H -2.389 2.943 -5.776
H 2.091 -2.673 1.277
H -2.862 2.363 5.455
H -6.643 -3.399 4.720
H 4.959 5.882 0.437
H 5.370 -0.985 -0.021
H -4.706 0.442 1.613
H -1.568 -6.936 -0.333
H -2.482 0.796 -0.445
H 3.993 -1.292 -9.099
H 3.418 0.361 -8.845
H 3.315 -3.001 -6.841
H -3.926 -2.502 -1.738
H 3.469 -0.419 -1.403
H -1.203 5.912 -5.376
H 4.092 1.491 1.263
H -5.979 -3.915 6.184
H 0.821 -0.286 -6.242
H 3.459 1.475 -3.639
H 0.488 3.780 -3.003
H 3.725 -3.413 1.139
H 4.044 -0.353 4.474
H -4.070 0.931 -0.917
H -2.429 1.944 7.205
H -1.649 1.377 -7.935
H -0.921 3.865 7.244
H 2.316 -3.879 -3.085
H -2.314 0.749 5.872
H -3.038 -0.994 -2.228
H 2.117 1.250 -2.403
H -4.258 2.791 0.808
H -0.009 4.215 3.537
H -2.651 2.751 1.589
H 1.783 -3.311 4.149
H -4.166 3.697 -7.231
H 6.619 0.860 -0.915
H -1.495 3.302 3.591
H -1.247 2.209 -3.828
H 1.211 -1.132 -4.682
H -0.161 -4.309 -0.748
H -0.252 -5.331 -2.944
H 3.062 6.520 -0.822
H -2.895 -5.093 -0.300
H 4.775 -5.649 -3.439
H 2.249 0.375 5.998
H -0.611 -2.305 4.232
H -2.044 4.661 0.447
H -4.516 2.888 -8.513
H -1.824 3.479 -1.692
H 0.319 -4.140 2.315
H 5.522 6.337 -2.081
H 3.536 3.309 2.549
H -2.895 -6.726 2.326
H 2.481 -5.356 -1.130
H 3.291 -0.067 1.257
H 1.493 4.920 1.984
H -3.972 2.487 2.572
H 5.014 -3.192 -2.235
H 2.812 2.829 -2.702
H 3.221 -2.190 -5.312
H 5.311 0.180 -7.224
H 2.027 1.709 3.234
H 2.993 -1.672 4.997
H 4.040 3.590 0.539
H 4.830 0.083 2.156
H -4.128 0.809 -7.243
H -3.770 2.580 -5.041
H -7.445 -1.017 7.136
H -3.571 -1.599 6.182
H -3.577 -6.156 3.831
H -2.612 -3.849 -1.094
H 0.010 -1.863 2.823
H 5.699 4.607 -2.164
H 3.748 4.175 4.056
H 0.251 0.636 5.050
H 1.981 6.496 1.415
H 3.819 -2.298 -2.510
H 3.133 5.081 -1.749
H 0.608 5.329 -2.126
H -1.626 5.041 3.161
H 5.296 -1.332 -7.446
H -1.071 0.507 -3.467
H 3.235 5.385 1.795
H 0.158 2.262 -0.727
H -8.181 -1.920 5.802
H -2.646 0.818 2.941
H 2.790 -1.011 3.370
H 4.896 3.193 -0.711
H -2.115 5.796 -0.943
H 3.144 -6.323 -3.337
H 6.772 5.455 -1.126
H 4.933 -0.209 -2.208
H -4.753 -0.970 -2.003
H 1.321 -4.925 4.509
H 2.163 -4.336 1.130
H -4.090 -4.144 4.518
H 4.097 -4.743 -0.697
H 3.055 0.071 -6.436

## Properties
Charge: 0
F_max, eV/Å: 2.9
DFT total energy, eV: -110017.654
Spin multiplicity: 1

2.
The following is a quantum chemistry calculation of a 12-piece molecular cluster, C48H132N12O12 overall, from the OMol25 dataset.

Element x y z (Å)
O -2.622 0.443 -5.726
O -1.476 -4.748 -1.441
O 0.675 -0.720 -0.394
O 1.255 -1.894 -7.737
O -3.301 -1.793 6.546
O 6.193 -3.069 -2.926
O -3.693 4.007 0.120
O 3.632 5.101 -0.579
O 4.871 1.099 4.012
O -6.371 -2.937 3.243
O 2.023 -3.760 2.948
O -0.508 8.158 2.098
N -4.311 -2.314 1.478
N 2.625 3.435 -2.574
N -6.114 5.190 2.709
N 9.624 -2.361 -1.896
N -4.887 -5.113 0.076
N -1.610 -1.058 1.320
N -1.424 -0.832 4.537
N -0.588 5.023 0.000
N 4.148 -4.027 1.131
N 2.216 3.534 3.588
N 2.405 -0.740 -4.461
N -0.329 -0.887 -3.187
C 2.803 -4.485 0.750
C 2.745 2.207 3.925
C -1.443 -0.165 -5.227
C -2.575 -0.609 6.766
C -1.354 0.050 -3.720
C -1.785 8.671 1.830
C -3.840 -2.327 7.758
C -3.700 -6.576 -1.505
C 2.010 -0.406 -0.753
C 6.177 1.032 3.547
C 1.608 1.240 3.647
C 3.757 3.013 -1.736
C 1.192 -2.663 2.615
C 7.222 -2.614 -2.069
C -2.626 0.613 -7.132
C -5.504 -1.454 1.591
C 8.559 -3.148 -2.540
C -0.071 7.227 1.130
C 4.525 4.214 -1.237
C -2.750 -4.326 -0.975
C 1.976 -4.825 1.999
C -5.761 -0.705 0.298
C 8.780 -4.641 -2.299
C -7.436 -3.728 3.702
C 4.009 1.824 3.152
C 4.938 -2.493 -2.533
C 1.566 -1.944 -6.368
C 3.870 -0.940 -6.425
C -5.498 2.904 2.242
C -4.758 4.784 0.677
C 0.228 -2.748 -8.122
C -5.063 4.353 2.111
C 4.116 6.380 -0.303
C -1.413 0.106 0.427
C -6.721 -2.231 2.091
C 4.648 1.965 -2.384
C -0.939 5.970 1.071
C 2.445 -0.791 -5.930
C -3.564 0.319 4.620
C -2.092 1.327 1.053
C -3.583 -5.491 -0.429
C 0.063 0.376 0.259
C 2.919 -5.755 -0.115
C -0.962 1.485 -3.347
C -0.461 -4.669 -0.472
C -0.969 5.283 2.431
C -3.588 4.210 -1.259
C -2.299 0.029 5.385
H -8.322 -3.135 3.964
H -1.952 6.292 0.775
H -6.551 0.032 0.434
H -7.162 -4.196 4.649
H 1.875 3.538 2.635
H -1.600 -0.735 2.287
H -4.770 2.243 1.768
H 6.235 0.639 2.515
H 0.694 -2.045 -5.709
H 1.435 -0.731 -4.103
H -4.105 -2.794 2.354
H 0.941 6.920 1.412
H 2.000 3.958 -1.967
H 2.916 4.247 3.753
H 0.089 -2.706 -9.202
H -0.840 -1.708 1.232
H -3.242 -3.865 -1.839
H 4.387 -1.675 -5.797
H -2.707 -6.963 -1.737
H -5.190 -0.684 2.313
H -4.895 -0.195 -0.130
H -6.426 2.653 1.714
H -4.307 -7.444 -1.240
H -1.900 2.046 -3.287
H -4.174 4.418 2.742
H 2.120 2.593 -2.841
H -2.911 -5.879 0.347
H 0.205 -2.955 2.256
H 2.363 -5.674 2.572
H -1.659 0.979 -7.488
H -1.631 -0.816 7.282
H 0.266 1.298 -0.304
H 0.383 -3.777 -7.779
H 3.374 -5.545 -1.081
H 7.256 -1.517 -2.072
H 4.516 -0.078 -6.231
H 1.232 1.486 2.643
H -7.559 -1.535 2.234
H 5.022 4.754 -2.053
H 2.586 -0.110 0.125
H 1.964 0.211 3.532
H -3.515 -1.662 1.417
H 5.052 -1.404 -2.569
H 1.994 0.316 -1.580
H -6.937 5.060 2.132
H -4.405 5.822 0.687
H 3.310 7.095 -0.487
H -2.993 -2.679 8.357
H -7.047 -2.898 1.278
H -0.660 -5.204 0.470
H -0.511 0.137 -5.711
H 10.512 -2.832 -2.065
H 2.327 -3.703 0.155
H 3.753 1.238 2.259
H 5.339 1.627 -1.608
H 0.529 0.535 1.239
H 1.740 -2.031 1.907
H 2.473 -1.269 -1.238
H -3.729 5.271 -1.522
H 4.956 6.719 -0.918
H -7.717 -4.507 2.988
H 2.727 0.165 -4.123
H 4.007 1.143 -2.701
H -2.589 3.983 -1.631
H 9.574 -2.473 -0.884
H -4.118 -0.620 4.531
H -4.233 0.999 5.153
H -2.920 -0.266 -7.713
H -3.383 1.386 -7.277
H 1.912 -6.146 -0.280
H -1.745 1.454 2.082
H -2.054 8.688 0.767
H -0.332 -3.632 -0.145
H -2.653 -3.586 -0.174
H -4.330 3.734 -1.911
H -4.146 -6.208 -2.434
H -5.647 2.656 3.290
H -2.030 -1.597 4.248
H -1.893 9.716 2.128
H -1.614 2.150 0.513
H -0.355 1.967 -4.112
H 0.950 -5.166 1.805
H -3.356 0.742 3.639
H -1.601 -1.244 -5.346
H -3.133 0.148 7.329
H 0.455 -5.117 -0.855
H -5.426 -4.744 -0.713
H 8.600 -3.003 -3.621
H 4.403 6.530 0.743
H 3.275 2.553 -0.856
H -0.657 -1.842 -3.254
H 4.728 -4.788 1.470
H -0.730 -1.193 5.184
H 0.694 1.237 4.238
H 7.894 -5.215 -2.585
H -1.902 -0.128 -0.524
H -2.282 -0.290 -3.252
H -1.304 4.312 0.136
H 4.263 -2.746 -3.348
H -1.554 4.363 2.331
H 0.041 4.954 2.675
H -4.420 -3.196 7.463
H -5.898 6.173 2.799
H -5.992 -1.461 -0.463
H 3.965 -3.476 1.972
H 4.684 -2.899 -1.553
H -1.430 5.932 3.170
H 5.272 2.332 -3.199
H 3.918 -1.220 -7.475
H -4.801 -4.234 0.604
H 1.051 -2.051 3.507
H 7.004 -2.874 -1.023
H -5.645 4.758 0.039
H -0.524 1.591 -2.354
H 6.812 0.375 4.137
H 0.086 7.726 0.165
H -1.760 0.962 5.578
H -2.578 8.107 2.332
H 3.492 -6.512 0.422
H -0.083 -0.692 -2.216
H -4.381 -1.559 8.309
H 6.675 2.002 3.401
H 2.962 2.245 4.995
H 5.273 3.936 -0.481
H -0.767 -2.457 -7.748
H 2.058 -2.917 -6.192
H 4.541 2.712 2.792
H -0.745 5.417 -0.919
H 9.601 -4.938 -2.955
H 1.991 0.133 -6.312
H -3.174 1.359 0.999
H 9.014 -4.913 -1.269

## Properties
Charge: 0
F_max, eV/Å: 1.9
DFT total energy, eV: -94361.061
Spin multiplicity: 1
SMILES: COC[C@H](C)N.COC[C@H](C)N.COC[C@H](C)N.COC[C@H](C)N.COC[C@H](C)N.COC[C@H](C)N.COC[C@H](C)N.COC[C@H](C)N.COC[C@H](C)N.COC[C@H](C)N.COC[C@H](C)N.COC[C@H](C)N